A | C2H2IN | ωB97M-V/def2-TZVPD

CARTESIAN COORDINATES (ANGSTROEM)
C (0.64, 0.79, -0.05)
C (-0.28, -0.20, 0.16)
N (1.35, 1.71, -0.11)
I (-0.64, -1.49, -1.58)
H (0.27, -1.06, 1.16)
H (-1.33, 0.25, 0.43)

Values from the calculation:
Orbital gap in eV: 9.67
Multiplicity: 1
Net charge: 0
LUMO energy in eV: -0.488
HOMO level in eV: -10.15

=====

B | C2H2IN | ωB97M-V/def2-TZVPD

CARTESIAN COORDINATES (ANGSTROEM)
C (0.69, -0.97, 0.06)
C (0.65, 0.38, -0.13)
N (0.82, -2.13, 0.17)
I (-3.20, 0.97, 0.17)
H (-0.28, 0.71, 0.32)
H (1.33, 1.05, -0.60)

Values from the calculation:
Orbital gap (spin up / spin down) in eV: 3.81 / 3.78
Multiplicity: 1
Net charge: 0
LUMO energy (spin up / spin down) in eV: -4.694 / -4.709
HOMO level (spin up / spin down) in eV: -8.51 / -8.49

=====

Energetically preferred structure: A | next structure: +0.0976 hartree

=====

A | C4H11S | ωB97M-V/def2-TZVPD

CARTESIAN COORDINATES (ANGSTROEM)
C (-3.23, 0.05, -2.28)
S (-3.34, 1.43, -1.06)
H (-4.15, -0.47, -2.57)
H (-2.99, 0.42, -3.20)
H (-2.54, -0.59, -1.94)
C (4.41, -1.19, 1.32)
C (2.97, -1.37, 1.75)
C (2.11, -0.10, 1.41)
H (4.34, -1.21, 0.32)
H (5.05, -2.19, 1.46)
H (4.83, -0.29, 1.77)
H (3.17, -1.48, 2.85)
H (2.61, -2.10, 1.19)
H (1.28, -0.40, 0.78)
H (1.44, 0.46, 2.12)
H (2.83, 0.55, 0.80)

Values from the calculation:
Orbital gap in eV: 4.92
Multiplicity: 1
Net charge: -1
LUMO energy in eV: 2.988
HOMO level in eV: -1.93

=====

B | C4H11S | ωB97M-V/def2-TZVPD

CARTESIAN COORDINATES (ANGSTROEM)
C (-0.55, -3.07, 1.28)
C (0.74, -2.28, 1.55)
H (-1.07, -2.71, 0.39)
H (-0.37, -4.14, 1.27)
H (-1.24, -2.91, 2.11)
H (1.25, -2.04, 0.62)
H (1.46, -2.90, 2.08)
H (0.56, -1.39, 2.15)
C (0.23, 3.40, -1.49)
C (-0.42, 2.04, -1.25)
S (-0.52, 0.98, -2.72)
H (0.69, 3.82, -0.58)
H (1.01, 3.34, -2.25)
H (-0.49, 4.14, -1.85)
H (0.14, 1.52, -0.47)
H (-1.43, 2.21, -0.87)

Values from the calculation:
Orbital gap in eV: 5.73
Multiplicity: 1
Net charge: -1
LUMO energy in eV: 3.630
HOMO level in eV: -2.10

=====

Energetically preferred structure: B | next structure: +0.0684 hartree

=====

A | C3H9N2 | ωB97M-V/def2-TZVPD

CARTESIAN COORDINATES (ANGSTROEM)
C (-0.15, -0.06, -1.83)
N (0.50, -0.54, -0.61)
C (-0.36, -0.35, 0.72)
C (-0.16, 1.05, 1.23)
N (0.50, -0.13, 1.74)
H (-1.23, -0.54, -1.78)
H (-0.19, 1.09, -1.70)
H (0.39, -0.37, -2.79)
H (1.48, -0.31, -0.56)
H (0.38, -1.65, -0.66)
H (-1.18, -1.01, 0.64)
H (0.53, 1.88, 0.95)
H (-1.05, 1.33, 1.89)
H (0.53, -0.40, 2.75)

Values from the calculation:
Orbital gap in eV: 11.18
Multiplicity: 1
Net charge: +1
LUMO energy in eV: -3.456
Structure (SMILES): C[NH2+][C@@H]1CN1
HOMO level in eV: -14.64

=====

B | C3H9N2 | ωB97M-V/def2-TZVPD

CARTESIAN COORDINATES (ANGSTROEM)
C (-0.21, -0.44, 0.94)
C (-0.10, 0.89, -1.64)
C (0.20, -0.47, -1.21)
N (-0.04, -1.44, 1.80)
N (-0.08, 0.81, 1.33)
H (0.46, 1.21, -2.62)
H (0.17, 1.71, -0.97)
H (-1.14, 1.10, -2.04)
H (-0.21, -1.35, -1.61)
H (1.20, -0.76, -1.12)
H (0.14, -2.44, 1.62)
H (-0.03, -1.25, 2.75)
H (-0.23, 1.41, 0.53)
H (-0.12, 1.02, 2.25)

Values from the calculation:
Orbital gap in eV: 11.24
Multiplicity: 1
Net charge: +1
LUMO energy in eV: -4.221
HOMO level in eV: -15.46

=====

Energetically preferred structure: B | next structure: +0.0129 hartree

=====

A | C3H9N2 | ωB97M-V/def2-TZVPD

CARTESIAN COORDINATES (ANGSTROEM)
C (0.59, -1.60, -1.00)
C (-0.49, -0.49, -1.07)
N (0.01, 0.67, -0.22)
C (-0.43, 0.73, 1.01)
N (-0.02, 1.63, 1.88)
H (1.52, -1.25, -1.47)
H (0.72, -1.96, 0.01)
H (0.29, -2.44, -1.64)
H (-0.43, -0.11, -2.08)
H (-1.34, -0.91, -0.55)
H (0.43, 1.50, -0.59)
H (-1.24, 0.08, 1.31)
H (0.64, 2.34, 1.58)
H (-0.27, 1.81, 2.84)

Values from the calculation:
Orbital gap in eV: 11.47
Multiplicity: 1
Net charge: +1
LUMO energy in eV: -3.778
Structure (SMILES): CC/[NH+]=C/N
HOMO level in eV: -15.24

=====

B | C3H9N2 | ωB97M-V/def2-TZVPD

CARTESIAN COORDINATES (ANGSTROEM)
C (-1.71, 0.99, 1.00)
C (-1.20, 0.00, -0.05)
C (0.02, 0.05, -0.47)
N (3.71, -0.10, -0.24)
N (-2.08, -1.00, -0.46)
H (-1.78, 0.51, 1.97)
H (-2.74, 1.18, 0.70)
H (-1.12, 1.89, 0.96)
H (0.54, -0.33, -1.35)
H (2.73, -0.29, -0.30)
H (3.98, 0.41, 0.58)
H (4.18, -0.98, -0.37)
H (-1.65, -1.70, -1.05)
H (-2.89, -0.62, -0.93)

Values from the calculation:
Orbital gap in eV: 4.30
Multiplicity: 1
Net charge: +1
LUMO energy in eV: -8.761
HOMO level in eV: -13.07

=====

C | C3H9N2 | ωB97M-V/def2-TZVPD

CARTESIAN COORDINATES (ANGSTROEM)
C (-0.04, 1.08, -0.58)
N (0.06, 1.44, 0.76)
H (0.84, 1.31, -1.16)
H (-0.99, 1.19, -1.07)
H (-0.81, 1.34, 1.26)
H (0.34, 2.41, 0.83)
C (0.15, -0.83, -1.17)
C (-0.38, -1.01, 0.09)
N (0.26, -1.43, 1.16)
H (-0.50, -0.90, -2.03)
H (1.21, -0.91, -1.34)
H (-1.45, -0.87, 0.16)
H (0.08, -1.07, 2.08)
H (1.21, -1.74, 1.02)

Values from the calculation:
Orbital gap in eV: 10.77
Multiplicity: 1
Net charge: +1
LUMO energy in eV: -3.759
HOMO level in eV: -14.53

=====

Energetically preferred structure: A | next structure: +0.0618 hartree

=====

A | C3H9N2 | ωB97M-V/def2-TZVPD

CARTESIAN COORDINATES (ANGSTROEM)
C (2.95, -1.01, 0.17)
C (2.09, -2.10, 0.34)
C (1.87, -3.06, -0.80)
N (1.25, -4.29, -0.35)
N (1.45, -2.28, 1.46)
H (3.01, -0.15, 0.84)
H (3.56, -0.81, -0.69)
H (2.82, -3.23, -1.28)
H (-12.65, 15.26, -0.26)
H (1.72, -5.13, -0.67)
H (1.17, -2.57, -1.49)
H (1.68, -1.55, 2.14)
H (1.02, -4.31, 0.63)
H (-11.94, 15.21, -0.05)

Values from the calculation:
Orbital gap in eV: 5.08
Multiplicity: 1
Net charge: +1
LUMO energy in eV: -8.877
HOMO level in eV: -13.96

=====

B | C3H9N2 | ωB97M-V/def2-TZVPD

CARTESIAN COORDINATES (ANGSTROEM)
C (2.47, 1.04, -0.34)
C (3.23, -0.08, 0.13)
N (2.63, -1.21, 0.38)
C (-2.10, -0.77, -0.51)
N (-2.78, 0.06, 0.25)
H (-0.36, -0.91, -0.50)
H (2.87, 2.01, -0.16)
H (1.41, 0.73, -0.48)
H (-5.10, 1.70, 1.14)
H (4.32, 0.00, 0.20)
H (3.07, -1.77, 1.11)
H (-2.31, -1.84, -0.30)
H (-5.46, 1.64, 0.60)
H (-1.89, -0.59, -1.54)

Values from the calculation:
Orbital gap in eV: 3.55
Multiplicity: 1
Net charge: +1
LUMO energy in eV: -8.513
HOMO level in eV: -12.07

=====

C | C3H9N2 | ωB97M-V/def2-TZVPD

CARTESIAN COORDINATES (ANGSTROEM)
C (-1.65, 1.45, 1.15)
C (-1.21, 0.53, 0.24)
N (-0.07, -0.31, 0.48)
C (0.55, -1.11, -0.83)
N (1.89, -0.57, -1.04)
H (-2.64, 1.95, 1.05)
H (-0.88, 1.72, 1.82)
H (-1.49, 0.67, -0.80)
H (0.82, 0.26, 0.72)
H (-0.20, -1.14, 1.25)
H (0.42, -2.21, -0.76)
H (-0.24, -0.72, -1.64)
H (2.05, 0.43, -1.03)
H (2.66, -0.97, -0.60)

Values from the calculation:
Orbital gap in eV: 10.59
Multiplicity: 1
Net charge: +1
LUMO energy in eV: -3.891
Structure (SMILES): C=C[NH2+]CN
HOMO level in eV: -14.48

=====

Energetically preferred structure: C | next structure: +0.0946 hartree

=====

A | C2H5NO2 | ωB97M-V/def2-TZVPD

CARTESIAN COORDINATES (ANGSTROEM)
C (-1.17, -0.14, 1.40)
C (-0.50, -0.01, 0.01)
O (-0.92, -0.17, -1.17)
N (0.77, 0.44, 0.34)
O (1.77, 0.03, -0.83)
H (-2.15, -0.94, 1.58)
H (-1.79, 0.69, 1.66)
H (-0.30, -0.18, 2.23)
H (1.03, -0.09, 1.15)
H (1.05, -0.52, -1.49)

Values from the calculation:
Orbital gap in eV: 11.10
Multiplicity: 1
Net charge: 0
LUMO energy in eV: 0.559
Structure (SMILES): CC(=O)NO
HOMO level in eV: -10.54

=====

B | C2H5NO2 | ωB97M-V/def2-TZVPD

CARTESIAN COORDINATES (ANGSTROEM)
N (0.95, -0.33, -0.68)
C (0.18, -0.19, 0.57)
C (-1.05, 0.74, 0.31)
O (-1.81, 1.19, 1.12)
O (-1.37, 0.52, -0.95)
H (1.34, -1.31, -0.72)
H (1.72, 0.24, -0.60)
H (0.78, 0.16, 1.38)
H (-0.26, -1.19, 0.88)
H (-0.47, 0.17, -1.30)

Values from the calculation:
Orbital gap in eV: 10.46
Multiplicity: 1
Net charge: 0
LUMO energy in eV: 0.467
Structure (SMILES): NCC(=O)O
HOMO level in eV: -9.99

=====

C | C2H5NO2 | ωB97M-V/def2-TZVPD

CARTESIAN COORDINATES (ANGSTROEM)
C (-0.26, 0.87, 0.53)
O (0.65, 0.18, -0.31)
C (0.30, -1.05, -0.63)
N (1.22, -1.89, -0.95)
O (0.90, -3.06, -1.22)
H (0.06, 1.81, 0.91)
H (-0.53, 0.26, 1.45)
H (-1.19, 1.33, 0.06)
H (-0.57, -1.40, -0.29)
H (2.14, -1.51, -1.27)

Values from the calculation:
Orbital gap (spin up / spin down) in eV: 8.68 / 8.68
Multiplicity: 1
Net charge: 0
LUMO energy (spin up / spin down) in eV: 0.755 / 0.755
Structure (SMILES): CO/C=[NH+]/[O-]
HOMO level (spin up / spin down) in eV: -7.93 / -7.93

=====

Energetically preferred structure: B | next structure: +0.1208 hartree

=====

A | C2H5NO2 | ωB97M-V/def2-TZVPD

CARTESIAN COORDINATES (ANGSTROEM)
C (-1.06, 0.07, -0.46)
C (-0.07, -0.25, 0.65)
N (1.35, 0.02, 0.11)
O (2.09, -0.82, -0.35)
O (1.61, 1.23, -0.06)
H (-0.86, 1.14, -0.73)
H (-0.87, -0.53, -1.33)
H (-2.09, 0.01, -0.16)
H (-0.06, 0.42, 1.49)
H (-0.02, -1.30, 0.85)

Values from the calculation:
Orbital gap in eV: 11.07
Multiplicity: 1
Net charge: 0
LUMO energy in eV: 0.208
Structure (SMILES): CC[N+](=O)[O-]
HOMO level in eV: -10.86

=====

B | C2H5NO2 | ωB97M-V/def2-TZVPD

CARTESIAN COORDINATES (ANGSTROEM)
C (-0.98, 1.57, -0.53)
C (-0.14, 0.58, -0.36)
N (-0.26, -0.46, 0.49)
O (1.10, -0.89, 0.78)
O (1.17, -2.30, 0.54)
H (-0.80, 2.30, -1.31)
H (-1.91, 1.53, -0.05)
H (0.85, 0.45, -0.73)
H (-0.86, -0.45, 1.28)
H (1.82, -2.34, -0.10)

Values from the calculation:
Orbital gap in eV: 9.69
Multiplicity: 1
Net charge: 0
LUMO energy in eV: 1.018
Structure (SMILES): C=CNOO
HOMO level in eV: -8.67

=====

Energetically preferred structure: A | next structure: +0.0890 hartree

=====

A | C2H5NO2 | ωB97M-V/def2-TZVPD

CARTESIAN COORDINATES (ANGSTROEM)
C (-0.22, 0.35, 0.09)
C (-0.73, -0.73, 0.97)
N (-0.39, 1.33, -0.84)
O (0.48, 1.44, 0.35)
O (1.43, -0.91, -1.27)
H (-0.07, -0.79, 1.73)
H (-0.89, -1.50, 0.20)
H (-1.70, -0.23, 1.40)
H (-0.01, 1.35, -1.77)
H (2.09, -0.31, -0.86)

Values from the calculation:
Orbital gap (spin up / spin down) in eV: 8.29 / 8.12
Multiplicity: 1
Net charge: 0
LUMO energy (spin up / spin down) in eV: -0.362 / -0.410
HOMO level (spin up / spin down) in eV: -8.65 / -8.53

=====

B | C2H5NO2 | ωB97M-V/def2-TZVPD

CARTESIAN COORDINATES (ANGSTROEM)
N (1.83, 0.01, 0.12)
C (0.80, -0.23, -0.67)
O (-0.03, -1.13, -0.11)
C (-1.23, -0.21, -0.28)
O (-1.19, 1.13, 0.13)
H (2.11, -0.59, 0.89)
H (2.43, 0.76, -0.17)
H (-1.46, -0.20, -1.34)
H (-1.90, -0.76, 0.36)
H (-1.35, 1.20, 1.08)

Values from the calculation:
Orbital gap in eV: 9.16
Multiplicity: 1
Net charge: 0
LUMO energy in eV: 0.909
HOMO level in eV: -8.25

=====

Energetically preferred structure: B | next structure: +0.1474 hartree

=====

A | C2H5NO2 | ωB97M-V/def2-TZVPD

CARTESIAN COORDINATES (ANGSTROEM)
N (-0.68, -1.36, -1.45)
C (-1.77, -1.50, -0.67)
O (-2.64, -2.31, -0.86)
H (-0.10, -0.63, -1.09)
H (-0.31, -2.20, -1.86)
H (-1.97, -0.71, 0.09)
C (1.93, 2.50, 1.64)
O (3.09, 2.62, 1.37)
H (1.21, 3.32, 1.45)
H (1.54, 1.67, 2.26)

Values from the calculation:
Orbital gap in eV: 10.35
Multiplicity: 1
Net charge: 0
LUMO energy in eV: 0.211
Structure (SMILES): NC=O.C=O
HOMO level in eV: -10.14

=====

B | C2H5NO2 | ωB97M-V/def2-TZVPD

CARTESIAN COORDINATES (ANGSTROEM)
O (-1.53, 1.21, -0.49)
C (-1.49, 0.07, -0.11)
N (-0.32, -0.59, 0.17)
C (0.93, 0.13, -0.02)
O (2.05, -0.68, 0.24)
H (-2.35, -0.60, 0.03)
H (-0.46, -1.38, 0.78)
H (0.98, 0.51, -1.03)
H (0.91, 0.97, 0.69)
H (1.86, -1.11, 1.05)

Values from the calculation:
Orbital gap in eV: 10.76
Multiplicity: 1
Net charge: 0
LUMO energy in eV: 0.618
Structure (SMILES): O=CNCO
HOMO level in eV: -10.14

=====

C | C2H5NO2 | ωB97M-V/def2-TZVPD

CARTESIAN COORDINATES (ANGSTROEM)
O (-1.07, 1.69, 0.05)
C (-0.17, 0.67, -0.35)
C (-0.11, -0.26, 0.83)
N (0.43, -1.41, 0.83)
O (0.93, -1.75, -0.44)
H (-1.11, 2.31, -0.67)
H (0.84, 1.11, -0.55)
H (-0.54, 0.09, -1.27)
H (-0.51, 0.16, 1.79)
H (1.31, -2.62, -0.22)

Values from the calculation:
Orbital gap in eV: 10.74
Multiplicity: 1
Net charge: 0
LUMO energy in eV: 0.808
Structure (SMILES): OC/C=N\O
HOMO level in eV: -9.93

=====

D | C2H5NO2 | ωB97M-V/def2-TZVPD

CARTESIAN COORDINATES (ANGSTROEM)
C (0.39, 1.80, -0.10)
C (-0.38, -0.58, -0.87)
H (1.35, 2.73, 0.46)
H (-0.88, 2.26, 0.33)
H (0.38, 1.78, -1.26)
H (0.02, -1.07, 1.36)
H (-0.33, -0.35, -1.97)
N (0.55, 0.17, -0.12)
O (0.32, -0.12, 1.32)
O (-0.88, -1.61, -0.35)

Values from the calculation:
Orbital gap in eV: 10.03
Multiplicity: 1
Net charge: 0
LUMO energy in eV: 0.199
HOMO level in eV: -9.83

=====

Energetically preferred structure: B | next structure: +0.0232 hartree

=====

A | C2H5NO2 | ωB97M-V/def2-TZVPD

CARTESIAN COORDINATES (ANGSTROEM)
C (-0.67, 0.52, 0.12)
C (0.72, -0.18, 0.07)
O (0.73, -1.49, -0.10)
N (1.71, 0.49, -0.70)
O (1.75, 0.46, 0.79)
H (-0.84, 1.35, 0.82)
H (-1.46, -0.21, 0.08)
H (-0.60, 0.81, -0.90)
H (-0.10, -1.75, 0.32)
H (2.33, -0.23, -1.02)

Values from the calculation:
Orbital gap in eV: 10.59
Multiplicity: 1
Net charge: 0
LUMO energy in eV: 0.719
Structure (SMILES): C[C@@]1(O)NO1
HOMO level in eV: -9.87

=====

B | C2H5NO2 | ωB97M-V/def2-TZVPD

CARTESIAN COORDINATES (ANGSTROEM)
C (-0.16, -1.30, -0.64)
N (-0.13, 0.18, -0.46)
C (0.35, 1.06, 0.54)
O (1.06, 1.99, 0.18)
O (-0.08, 0.93, 1.80)
H (0.73, -1.83, -0.94)
H (-0.59, -1.83, 0.26)
H (-0.79, -1.47, -1.55)
H (0.12, 0.54, -1.36)
H (-0.51, 1.74, 2.18)

Values from the calculation:
Orbital gap in eV: 10.25
Multiplicity: 1
Net charge: 0
LUMO energy in eV: 0.619
Structure (SMILES): CNC(=O)O
HOMO level in eV: -9.63

=====

Energetically preferred structure: B | next structure: +0.0935 hartree

=====

A | C5H7N | ωB97M-V/def2-TZVPD

CARTESIAN COORDINATES (ANGSTROEM)
C (-0.14, -0.81, -1.55)
C (-0.13, 0.22, -0.38)
C (0.08, 0.05, 0.90)
C (-0.26, 1.22, 1.85)
C (-1.63, 1.59, 1.62)
N (-2.75, 1.70, 1.52)
H (0.20, -1.86, -1.17)
H (0.33, -0.45, -2.44)
H (-1.31, -0.95, -1.67)
H (-0.52, 1.29, -0.60)
H (0.53, -0.74, 1.53)
H (0.44, 2.01, 1.65)
H (-0.20, 0.88, 2.87)

Values from the calculation:
Orbital gap in eV: 10.88
Multiplicity: 1
Net charge: 0
LUMO energy in eV: 0.971
Structure (SMILES): C/C=C/CC#N
HOMO level in eV: -9.91

=====

B | C5H7N | ωB97M-V/def2-TZVPD

CARTESIAN COORDINATES (ANGSTROEM)
C (2.73, -0.84, -0.90)
C (1.80, -0.37, -0.29)
C (0.58, 0.32, 0.06)
C (-0.12, 0.58, 1.35)
N (-0.58, -0.45, 0.45)
C (-1.75, -0.25, -0.38)
H (3.53, -1.23, -1.49)
H (0.40, 1.12, -0.67)
H (-0.65, 1.54, 1.37)
H (0.24, 0.25, 2.32)
H (-1.61, -0.85, -1.29)
H (-1.92, 0.80, -0.67)
H (-2.65, -0.62, 0.14)

Values from the calculation:
Orbital gap in eV: 10.55
Multiplicity: 1
Net charge: 0
LUMO energy in eV: 1.082
Structure (SMILES): C#C[C@@H]1CN1C
HOMO level in eV: -9.47

=====

Energetically preferred structure: A | next structure: +0.0613 hartree

=====

A | C2H3NO4 | ωB97M-V/def2-TZVPD

CARTESIAN COORDINATES (ANGSTROEM)
O (0.43, -1.59, 1.59)
C (0.53, -0.73, 0.76)
O (1.35, 0.34, 0.86)
C (-0.22, -0.75, -0.61)
O (-0.38, -1.78, -1.19)
N (-0.66, 0.45, -1.10)
O (-1.06, 1.39, -0.13)
H (1.89, 0.30, 1.68)
H (-1.48, 0.30, -1.69)
H (-0.39, 2.06, -0.19)

Values from the calculation:
Orbital gap in eV: 10.88
Multiplicity: 1
Net charge: 0
LUMO energy in eV: 0.396
Structure (SMILES): O=C(O)C(=O)NO
HOMO level in eV: -10.49

=====

B | C2H3NO4 | ωB97M-V/def2-TZVPD

CARTESIAN COORDINATES (ANGSTROEM)
O (-3.69, -1.41, -0.19)
C (-2.95, -0.52, -0.03)
N (-2.19, 0.36, -0.34)
O (-1.32, 1.16, 0.35)
H (-0.66, 1.42, -0.29)
O (1.32, 0.99, -0.29)
C (2.00, 0.15, 0.24)
O (1.83, -1.14, 0.09)
H (3.00, 0.50, 0.67)
H (2.66, -1.52, -0.21)

Values from the calculation:
Orbital gap in eV: 9.67
Multiplicity: 1
Net charge: 0
LUMO energy in eV: 0.257
Structure (SMILES): O=C=NO.O=CO
HOMO level in eV: -9.42

=====

Energetically preferred structure: A | next structure: +0.0576 hartree